Here is 14 unconnected molecules or ions with the total composition C84H198N2O36 in a non-equilibrium geometry from the Open Molecules 2025 dataset. Energies are from wB97M-V/def2-TZVPD.

Last column: Mulliken charge in e.
Atoms and positions in Å:
C (4.711, 0.411, 1.249)  1.0468
O (3.407, -4.185, -7.896)  -0.4007
H (3.653, -8.537, 0.253)  0.3878
O (-1.152, 8.507, -6.788)  -0.2995
H (-0.073, -4.535, 0.734)  0.5145
H (4.400, -0.077, -6.553)  0.4538
C (7.284, 1.856, -2.066)  0.5390
H (2.452, 0.242, -5.950)  0.4020
H (1.710, -0.761, -4.638)  -0.0805
H (-2.756, -3.651, -4.392)  0.3654
H (6.116, -3.494, -1.959)  0.3204
C (-4.478, -6.076, 4.538)  -1.0274
C (-2.748, 6.231, 1.728)  -0.3559
H (5.981, -3.029, -3.691)  0.5462
C (5.100, -0.387, -5.765)  -1.3393
O (5.414, -0.270, 2.308)  -0.3308
O (-4.111, 7.912, -1.526)  -0.4733
H (-2.032, 4.363, -4.536)  0.0492
C (-6.616, -0.727, 1.028)  0.3080
H (-2.186, 2.396, 7.755)  0.4063
H (3.041, -5.691, -9.153)  0.2791
H (-4.330, -6.351, 0.593)  0.3168
H (5.041, -7.134, -2.198)  -0.0550
N (-2.388, -0.988, -3.477)  0.1982
H (2.521, 1.176, -0.565)  -0.6795
H (-1.966, 2.378, 5.232)  0.1287
H (-5.752, -0.071, -3.222)  0.6934
O (-0.706, 4.025, 5.264)  -0.3463
O (-5.118, 3.182, -1.763)  0.4770
H (-4.832, -1.133, -2.087)  -0.6284
O (-3.154, 0.152, 1.288)  1.3169
C (-1.509, 9.890, -6.750)  -0.6345
H (5.189, 0.175, 0.275)  0.1093
O (-1.233, -0.590, 5.909)  0.2555
H (-4.179, -3.163, -3.526)  0.2961
C (5.653, -3.721, -2.929)  -0.9489
H (-2.385, 6.973, -0.932)  0.4674
H (-6.703, -7.398, 0.499)  0.2660
H (-6.524, -3.081, -0.287)  0.0870
C (-7.475, -2.741, 0.095)  -0.6730
H (-2.465, 5.462, -6.386)  0.4178
H (6.150, -3.405, 3.313)  0.5036
H (2.883, -2.045, 3.785)  0.4843
C (1.032, -1.091, 5.420)  -0.3724
C (-1.922, -3.369, 0.688)  1.4112
H (0.927, 0.719, -1.158)  -0.5179
H (5.705, -6.526, -4.625)  0.4799
C (1.590, 0.662, -0.266)  0.6580
H (-4.077, -1.327, -4.569)  0.4986
H (8.067, -2.712, 5.292)  0.2954
H (3.125, -3.942, 0.882)  -0.3655
O (-3.889, -0.194, 4.930)  0.4176
O (6.030, 0.635, -5.482)  0.2074
C (-0.129, -5.317, 3.182)  -0.7448
H (-2.013, 1.900, -3.973)  0.1246
H (-3.873, 4.953, -0.166)  -0.1278
C (-1.194, 1.269, -3.654)  -1.1038
C (-4.673, -3.123, 4.058)  -0.4413
H (-5.903, 0.411, 5.029)  0.4005
C (-3.723, -0.565, -3.909)  -1.4754
C (-3.107, -3.378, -3.416)  -1.8730
N (4.875, -6.826, 0.506)  0.4013
C (1.968, -1.648, 3.302)  -0.1478
H (4.915, 2.896, 4.042)  0.2330
H (1.261, 7.027, 4.730)  0.2942
H (-6.061, 1.316, 1.506)  0.2792
H (-7.722, -6.673, -0.762)  0.2419
H (-2.142, -1.007, 7.690)  0.5347
H (-3.357, 3.613, -2.785)  -0.5034
H (-8.354, -8.118, 8.753)  0.2756
H (-1.347, -2.579, -2.561)  0.4432
H (-4.547, 2.759, -3.751)  0.5233
C (-6.732, -7.731, 6.848)  -0.3558
H (-7.093, 3.773, -2.360)  0.3919
H (5.578, -8.341, 2.517)  0.3528
C (4.422, -0.713, -4.438)  0.3485
C (-1.268, 2.908, 5.883)  0.3634
C (-3.444, 6.718, -1.180)  1.0940
C (4.663, 3.062, -2.564)  0.5837
H (-2.082, 10.085, -5.820)  0.2320
H (-6.066, 11.425, 0.720)  0.2673
H (3.158, 5.609, -0.288)  0.2521
H (0.153, -1.318, 7.350)  0.3498
H (-2.629, 7.880, -5.461)  0.1737
C (-2.177, 0.274, 2.301)  -1.4207
C (2.385, -3.784, -5.733)  -0.5253
H (-7.839, 1.171, 1.277)  0.6350
H (-3.938, -5.432, 5.260)  0.3349
C (-1.681, 6.175, -6.449)  -0.7247
H (10.543, 1.650, -4.585)  0.2470
H (0.645, -5.774, 2.545)  0.2539
C (0.965, 1.485, 0.843)  0.6772
H (8.188, 1.632, -2.618)  0.8301
C (3.299, 3.674, -2.193)  -1.3080
H (8.082, 2.750, -7.039)  0.5059
O (5.709, -5.129, -3.163)  -0.2527
H (0.099, 2.734, 3.855)  -0.2889
C (-5.390, -7.198, 6.340)  -0.4887
H (0.319, 4.808, -0.749)  0.4480
H (-4.683, 12.387, 1.335)  0.2541
H (0.887, 4.453, 2.367)  -0.7007
O (-1.202, -4.771, 2.414)  -0.1445
C (5.460, -5.466, -4.503)  -1.0869
H (-1.622, -2.801, -0.178)  -0.5121
C (-4.467, 10.251, -1.248)  -0.3425
C (4.034, 2.255, 3.738)  -0.6718
H (-0.390, -2.462, 6.085)  0.3103
C (-0.739, -3.948, 1.380)  -0.0792
H (3.317, -5.861, -4.268)  0.3149
C (-3.356, 1.299, 0.480)  0.4309
H (1.704, -4.635, -5.848)  0.5901
H (-2.454, 1.574, -0.065)  -0.5741
C (4.121, -7.954, 1.027)  -0.2279
H (6.037, -1.955, 1.293)  0.1106
H (-7.460, -6.924, 7.087)  0.3096
H (-5.219, 5.880, -0.371)  0.2736
H (-2.250, 0.464, -1.951)  -0.7961
H (5.772, 2.216, 1.849)  0.6644
O (-3.247, 3.835, 6.866)  -0.3429
H (5.523, -9.698, 1.279)  0.2602
H (-5.613, -0.968, 0.693)  -0.2559
H (-4.202, -6.206, -1.185)  0.4280
C (-0.774, 0.124, 1.782)  0.6168
H (-7.985, -9.731, 7.953)  0.2686
H (9.205, -1.536, 4.526)  0.2388
H (-7.273, -9.350, 9.577)  0.2335
H (-5.377, -5.898, 2.562)  0.1851
H (-2.672, -1.942, 6.348)  0.0673
O (3.746, 2.404, 2.361)  0.0776
O (3.001, 3.567, -0.838)  1.3239
H (-0.129, 6.048, -2.723)  0.3245
H (2.592, 3.095, -2.749)  -0.0789
C (-6.681, -6.860, -0.478)  -0.8125
C (8.340, 0.591, -0.372)  -0.8482
C (-0.580, 5.104, -3.083)  -0.8768
H (-7.186, -8.382, 6.066)  0.3120
H (-2.764, 6.828, 2.640)  0.2563
H (4.568, 4.628, -0.056)  0.1706
O (-0.390, 1.319, 1.137)  1.2018
H (4.595, -3.516, -2.728)  0.2567
H (-1.193, 3.820, 3.252)  -0.4629
H (-0.232, 6.306, 5.412)  0.2262
H (-8.134, 2.569, -0.598)  0.3657
H (0.279, 4.507, -3.406)  0.0232
O (8.769, 1.493, -5.493)  -0.3173
H (-4.162, 10.569, -2.264)  0.1794
H (-0.540, -6.016, 3.927)  0.2629
H (-2.543, 9.243, -0.861)  0.1861
C (-3.252, 5.157, 6.495)  -0.4469
H (3.511, -2.438, -6.936)  -0.1237
O (1.792, -0.696, 0.043)  1.0888
C (2.413, -1.368, -1.013)  -0.5340
H (1.781, -1.475, -1.896)  0.2499
C (0.193, 6.868, 4.567)  -0.7392
H (-4.264, -3.561, -0.788)  -0.3507
O (3.615, -4.026, -5.052)  0.0178
H (7.020, 3.557, -3.416)  0.1760
H (-2.132, 10.114, -7.582)  0.3038
O (-5.990, -5.636, -0.357)  -0.1430
H (7.111, 0.366, -7.203)  0.3210
H (4.624, 2.500, 0.585)  -0.8642
H (7.303, 2.917, -5.546)  0.0709
C (4.125, -5.663, 0.044)  -0.0603
O (-2.683, -4.481, 0.192)  -0.5985
H (4.288, 1.231, 3.962)  0.2062
H (-5.028, 0.472, 3.433)  -0.2837
H (-4.851, 4.422, -3.354)  0.6188
H (1.586, 0.999, -4.551)  -0.1729
O (-5.666, -6.603, 5.119)  -0.2725
C (-4.759, -5.345, 3.261)  0.6928
C (0.661, 4.788, 3.389)  0.1793
C (-1.589, 5.336, -4.224)  0.1644
C (-6.829, 0.815, 0.921)  -1.0854
H (-8.220, -3.121, -0.615)  0.3800
C (9.724, 2.287, -4.915)  -0.6424
O (-7.624, -1.371, 0.261)  -0.4874
H (-6.733, -0.983, 2.087)  0.5373
H (1.954, -1.492, 5.826)  0.5728
H (-2.805, -2.086, -1.693)  -0.6085
C (3.642, -4.850, 1.239)  0.1833
C (2.239, 0.179, -4.866)  -0.1541
C (-1.645, 0.020, -2.799)  1.8556
H (-3.577, 0.357, -4.509)  0.4673
H (1.923, -2.850, -7.677)  0.4585
H (-2.507, 5.210, 2.023)  0.0185
O (-6.464, -8.399, 8.041)  -0.2875
O (0.890, -1.776, 4.190)  0.1431
H (1.559, 1.427, 1.761)  -0.3150
H (1.794, -2.138, 2.358)  -0.3959
C (-0.368, 3.973, -1.101)  -0.1099
C (5.463, -1.642, 2.183)  0.9995
O (-5.508, -4.163, 3.503)  -0.4512
H (-2.306, 1.197, 2.896)  -0.0259
C (-4.063, -4.277, 0.027)  0.9475
H (-0.895, 3.631, -0.208)  -0.3778
C (7.702, 2.154, -6.213)  -0.3189
C (-4.966, 11.467, 0.838)  -0.6071
C (3.481, 4.575, -0.039)  -0.9236
H (4.770, 3.090, -3.676)  0.2853
H (-0.737, -0.431, -2.348)  -0.1777
H (-3.825, -6.934, 4.340)  0.4725
H (4.412, -1.945, 2.071)  -0.6699
H (-0.780, -0.710, 1.058)  -0.4490
H (3.965, -5.833, -5.968)  0.3282
O (0.051, 6.078, 3.368)  -0.1472
H (4.145, -9.515, 2.400)  0.4356
H (1.587, 4.809, 3.979)  0.4894
H (4.769, -5.120, -0.651)  -0.5018
H (3.226, 2.696, 4.330)  0.1392
H (0.343, -4.512, 3.770)  0.1156
C (-4.622, -5.710, -0.284)  -1.1743
H (-4.650, 10.636, 1.495)  0.2485
H (3.356, -0.887, -1.351)  -0.2084
H (2.605, -2.390, -0.668)  -0.1485
H (-0.575, 10.457, -6.813)  0.2200
O (3.474, 0.295, -4.096)  0.0375
H (7.670, 3.920, -1.730)  0.2255
C (5.624, -7.862, -1.654)  -0.8102
H (-0.171, 7.862, 4.313)  0.2683
C (-3.517, -0.016, 6.276)  -0.3380
H (2.939, -5.448, 1.821)  -0.0375
H (-4.575, -7.912, 6.176)  0.2640
O (-4.310, 11.411, -0.441)  -0.3803
C (-6.492, 2.912, -1.973)  -0.6651
H (-0.560, 1.980, -3.098)  -0.2898
C (-2.226, 7.632, -6.462)  -0.2094
C (8.156, -1.803, 4.710)  -0.7721
C (-4.768, -0.299, -2.781)  1.1729
O (5.696, 3.635, -1.888)  -0.3514
H (-3.652, -3.199, 3.734)  0.3291
H (-5.563, 9.983, -1.248)  0.3128
H (5.647, -1.270, -6.206)  0.5111
C (-0.306, 3.772, 3.900)  1.3971
H (-2.628, 5.716, 7.209)  0.3048
H (5.031, -8.780, -1.511)  0.3689
H (-0.503, 2.206, 6.245)  0.0235
H (0.218, 3.163, -1.543)  -0.3207
H (-0.179, -3.091, 1.796)  -0.5270
C (-3.627, 9.049, -0.830)  -0.0691
C (-2.374, -2.216, -2.711)  0.7807
H (-1.388, 3.930, 7.812)  0.5390
H (-3.350, 1.046, 6.469)  -0.0585
C (-4.153, 6.006, -0.125)  -0.2650
O (7.522, 1.691, -0.675)  -0.3734
H (-6.218, -7.554, -1.207)  0.3019
C (2.789, -3.234, -7.113)  -0.0126
C (-0.157, -1.425, 6.286)  -0.9678
H (6.692, -6.353, -0.398)  0.3614
C (-4.937, 0.645, 4.502)  -0.6912
H (9.323, 2.776, -4.011)  0.1618
C (-7.023, 2.524, -0.602)  -0.6672
C (4.779, 1.941, 1.502)  -0.2805
H (-3.881, 8.847, 0.221)  0.1137
H (1.712, -5.441, -7.959)  0.2776
H (-4.710, 1.706, 4.648)  0.2820
H (3.348, -7.544, 1.661)  0.1900
H (-4.545, 0.634, -2.224)  -0.8872
H (-4.596, -4.014, 0.973)  0.1675
H (6.086, -4.886, -5.197)  0.3742
O (-0.851, 5.908, -5.301)  -0.5023
H (-2.805, 5.321, 5.510)  0.0399
H (-4.330, -0.304, 6.984)  0.3501
H (-3.459, 6.036, -2.049)  -0.9659
H (1.126, -0.030, 5.236)  0.0406
H (-2.440, 6.013, -3.938)  0.2712
H (-7.724, -3.278, 1.003)  0.3403
C (-2.383, -0.893, 6.636)  -0.6830
C (6.635, 1.150, -6.605)  -0.8300
H (2.179, -0.603, 2.998)  -0.0185
H (5.914, 1.657, -7.280)  0.3699
H (3.656, 0.059, 1.167)  -0.5875
C (6.044, -7.230, -0.306)  -0.8091
H (5.667, -2.121, 4.358)  0.4900
C (6.971, 3.310, -2.345)  -0.6672
H (3.270, -5.956, -0.577)  0.1493
C (2.437, -4.976, -8.638)  -0.7147
O (-1.280, 4.476, -2.012)  0.5721
H (1.972, -4.283, -9.320)  0.3431
H (9.424, 0.812, -0.337)  0.3015
H (6.553, -7.964, 0.342)  0.4668
H (-3.661, 2.120, 1.138)  0.4548
H (-6.607, 2.028, -2.616)  0.1749
H (6.504, -8.110, -2.190)  0.4492
H (6.507, 1.177, -2.467)  -0.5432
C (4.010, -5.365, -4.989)  -0.2719
H (1.086, 2.524, 0.522)  -0.9738
H (5.214, -0.737, -3.681)  0.0398
H (-3.021, 7.659, -7.230)  0.3373
H (8.218, -0.249, -1.063)  0.3611
H (-4.277, 5.562, 6.553)  0.2466
H (-2.400, -0.521, 3.026)  0.1229
H (-5.089, -2.150, 3.832)  -0.2140
H (-1.077, 5.893, -7.311)  0.3996
H (-0.806, 0.975, -4.635)  0.3789
H (-2.992, -4.234, -2.755)  0.4997
H (4.475, -4.658, 1.890)  0.2574
H (-0.153, -0.154, 2.622)  -0.2477
H (-4.169, 1.074, -0.194)  -1.1631
H (10.117, 3.075, -5.555)  0.3427
H (1.837, -2.982, -5.192)  -0.1803
H (8.011, 0.165, 0.558)  0.2108
C (6.166, -2.301, 3.405)  -1.0867
O (-6.691, 1.218, -0.397)  0.0250
C (-7.575, -8.916, 8.624)  -0.6612
H (-3.777, -5.156, 2.784)  -0.2950
H (-2.502, -2.776, 1.433)  -0.0948
H (-6.606, 3.263, 0.116)  0.2435
C (4.943, -8.951, 1.855)  -1.4474
H (3.996, -1.711, -4.434)  -0.1806
H (-5.001, -6.446, 7.059)  0.2314
O (-3.989, 6.540, 1.128)  -0.5087
H (4.602, 1.998, -2.295)  -0.3242
C (-1.989, 3.305, 7.172)  -1.2374
H (-4.677, -3.241, 5.153)  0.4320
H (3.177, 4.709, -2.539)  0.5135
H (-1.947, 6.624, 1.108)  0.2864
O (7.514, -1.854, 3.408)  -0.3209
C (-4.405, 3.510, -2.940)  -0.7715
H (7.653, -0.980, 5.248)  0.3170
H (3.199, 4.476, 1.003)  -0.0592

Its HOMO-LUMO gap is 8.4 eV. As for the total energy: -6136.66405 hartree. The max |F| comes out at 2.59 eV/Å. The value obtained for the LUMO energy is 0.5 eV. Its HOMO energy is -0.2903 Eh. As for the multiplicity: 1.